Entry from the Open Molecules 2025 dataset: C22H29N3O5S in the gas phase at a distorted geometry (ωB97M-V with the def2-TZVPD basis set).

Element x y z (Å)
C 1.668 2.847 0.032
H 1.814 3.195 -0.987
H 1.947 3.644 0.717
H 0.611 2.633 0.165
C 2.501 1.599 0.306
C 2.329 1.139 1.752
H 2.859 0.205 1.927
H 2.720 1.891 2.432
H 1.276 0.989 1.978
H 3.558 1.838 0.138
C 2.116 0.471 -0.683
N 0.796 -0.049 -0.423
C -0.258 0.210 -1.227
O -0.199 1.003 -2.144
C -1.514 -0.585 -0.862
C -2.672 -0.242 -1.807
C -3.168 1.187 -1.563
N -3.481 1.438 -0.178
S -5.054 1.298 0.318
O -5.105 1.766 1.672
O -5.867 1.933 -0.676
C -5.472 -0.453 0.326
C -5.978 -1.033 -0.820
C -6.274 -2.387 -0.820
C -6.064 -3.140 0.325
C -5.571 -2.544 1.475
C -5.274 -1.190 1.477
H -4.909 -0.689 2.360
H -5.423 -3.131 2.369
H -6.296 -4.195 0.324
H -6.671 -2.853 -1.709
H -6.147 -0.414 -1.687
C -2.436 1.106 0.753
C -1.950 -0.336 0.588
H -1.131 -0.522 1.284
H -2.763 -1.024 0.831
H -2.839 1.280 1.752
H -1.601 1.797 0.585
H -4.073 1.395 -2.132
H -2.388 1.889 -1.872
H -2.333 -0.318 -2.840
H -3.483 -0.956 -1.648
H -1.259 -1.646 -0.980
H 0.794 -0.854 0.190
C 3.104 -0.688 -0.549
O 2.816 -1.712 0.039
N 4.299 -0.471 -1.129
H 4.485 0.418 -1.566
C 5.421 -1.379 -0.961
C 6.455 -0.793 -0.057
C 6.510 -0.684 1.302
C 7.704 0.020 1.594
C 8.280 0.290 0.393
O 7.531 -0.192 -0.612
H 9.188 0.795 0.129
H 8.076 0.284 2.563
H 5.794 -1.065 2.001
H 5.867 -1.592 -1.936
H 5.012 -2.294 -0.528
H 2.122 0.870 -1.704

Kohn-Sham gap ... 9.5 eV
SMILES ... CC(C)[C@H](NC(=O)C1CCN(S(=O)(=O)c2ccccc2)CC1)C(=O)NCc1ccco1
LUMO ... 0.59 eV
Relative energy (zero: lowest compared OMol25 entry of this formula, charge and spin) ... 22.9 kcal/mol

Here are the Mulliken charges for atoms 1 to 5, given in e: number 1, C, carries -1.304; number 2, H, carries 0.389; number 3, H, carries 0.471; number 4, H, carries 0.064; number 5, C, carries 0.602